ORCA calculation (ωB97M-V with the def2-TZVPD basis set) on C20H18Cl5CoN3O8P as an isolated structure in a non-equilibrium geometry.

Structure (XYZ):
```
56
Properties=species:S:1:pos:R:3:forces:R:3:nbo_charge:R:1
N 0.8634 1.3250 -0.2146 0.376 -0.083 0.659 -0.502
Cl 3.5237 0.3379 1.1471 -0.060 -0.056 -0.046 -0.002
C 0.9535 -0.4253 4.7404 -0.089 -0.109 -0.065 -0.084
H 0.4468 -2.6402 -1.7219 -0.121 0.005 0.010 0.243
C 0.8985 3.6831 -0.2942 -0.021 0.198 0.004 -0.285
H 1.2207 -3.1445 0.9100 -0.053 0.007 0.022 0.215
N -1.8088 0.7477 -3.1320 -0.066 0.031 -0.082 -0.338
O -2.7667 -2.2691 0.8685 -0.009 0.026 0.039 -0.835
Cl 0.0226 -0.7607 6.1621 0.049 0.012 -0.031 0.018
Co 0.0559 -0.4026 0.5471 -0.486 0.212 -1.068 0.928
H -0.7801 -2.7277 -3.0009 -0.061 0.000 0.021 0.175
H -1.1997 0.2198 -5.0631 -0.004 -0.050 0.012 0.215
Cl 4.4724 1.2122 3.8881 -0.045 0.045 0.044 0.019
C -0.7929 2.3988 1.1626 -0.013 -0.028 0.184 0.747
H -2.6725 -0.2929 1.6001 0.046 -0.079 0.081 0.232
H 0.8676 -4.4811 2.0262 -0.028 -0.003 0.084 0.189
O 2.7269 -0.2930 -2.7009 -0.238 -0.045 0.437 -0.709
C 1.9011 3.6107 -1.2498 0.022 -0.071 -0.035 0.327
O -1.5699 -2.8241 -1.1102 0.158 0.069 -0.250 -0.838
C 0.3954 2.4976 0.1985 -0.026 -0.201 -0.058 0.136
C 0.6089 -4.0388 1.0678 0.015 0.134 0.033 -0.265
C 2.4227 0.0884 2.4762 0.015 -0.253 0.024 0.022
Cl 2.7021 0.8003 6.4113 -0.003 -0.019 -0.025 0.023
C 2.9127 0.4781 3.7266 0.052 0.004 -0.119 -0.128
H -3.4361 -1.4844 2.6638 -0.032 -0.057 0.049 0.185
C 2.3463 2.3738 -1.7100 0.106 0.194 -0.143 -0.288
H -3.7559 1.5834 -2.7140 0.142 -0.048 0.042 0.216
H 3.0928 4.5751 -2.3703 0.122 -0.021 -0.105 0.476
H -4.2871 -0.9533 1.2039 -0.019 0.000 -0.070 0.173
P -1.2402 -2.3409 0.3953 0.080 0.119 0.410 1.821
H -0.3611 -4.1907 -2.0943 -0.050 -0.005 0.037 0.172
H 3.1014 2.2753 -2.4838 -0.079 -0.014 0.031 0.229
H -0.9972 1.9313 -4.6729 0.005 0.055 0.036 0.211
C 0.5252 -0.8378 3.4771 0.219 0.079 0.048 -0.068
O -0.7901 -3.7267 1.0875 0.208 -0.210 -0.096 -0.834
O -1.0316 1.2077 1.5388 -0.395 0.363 0.162 -0.797
H -2.6145 1.2780 -4.9761 -0.062 -0.017 -0.003 0.209
C -0.4958 -3.1094 -2.0197 0.023 -0.089 0.095 -0.283
H 0.5063 4.6312 0.0509 -0.008 -0.085 -0.022 0.251
O 2.3979 4.7792 -1.7405 -0.038 0.084 0.071 -0.664
H 0.8201 -4.7543 0.2726 -0.047 -0.020 -0.034 0.172
C -2.5575 0.6545 -1.0765 0.128 -0.023 0.097 -0.063
C 1.7937 1.2420 -1.1556 -0.214 -0.067 -0.021 0.116
H -3.1247 0.7442 -0.1607 0.187 0.048 -0.210 0.240
H 0.0552 -0.2262 -2.7334 -0.229 0.073 0.070 0.240
C -0.8891 0.1430 -2.3503 -0.291 -0.047 -0.046 0.203
C -2.8803 1.0843 -2.3272 0.158 -0.093 -0.094 -0.099
Cl -0.9028 -1.8367 3.4669 0.065 0.148 0.094 0.004
O 1.5551 -1.0863 -0.9279 0.253 0.125 -0.539 -0.798
N -1.3105 0.0683 -1.1056 0.312 -0.002 0.184 -0.501
C -3.3107 -1.1784 1.6298 0.047 -0.026 -0.147 -0.259
C -1.6428 1.0647 -4.5413 0.041 -0.026 0.167 -0.396
C 2.0862 -0.1806 -1.6438 0.165 -0.120 0.026 0.744
C 1.1827 -0.5370 2.2736 -0.372 0.283 -0.021 -0.328
C 2.1511 0.2630 4.8639 0.015 0.010 0.094 -0.095
O -1.3906 3.4444 1.4346 0.148 -0.358 -0.034 -0.692
```
Positions in Å, forces in eV/Å.

HOMO (spin up / spin down), eV: -5.244 / -5.747
ΔE to the lowest compared entry with this formula, charge and spin, eV: 0.733
Lowest unoccupied orbital energy (spin up / spin down), eV: 2.32 / 2.32
Kohn-Sham gap (spin up / spin down), eV: 7.57 / 8.07
Multiplicity: 2
Charge: -1
Expectation value of S²: 0.788


ORCA calculation (ωB97M-V with the def2-TZVPD basis set) on a 2-piece molecular cluster, C2H3NOS overall in a non-equilibrium geometry.

Structure (XYZ):
```
8
Properties=species:S:1:pos:R:3:forces:R:3:nbo_charge:R:1
S 0.3145 -1.4496 -1.5157 -1.037 0.943 0.925 0.305
O 0.9302 1.0804 0.2977 0.342 -1.967 -0.316 -0.656
C 0.0739 1.9137 0.5692 -2.171 1.999 0.485 0.537
H -1.1027 0.1084 -0.0391 0.775 -1.961 -0.814 0.305
N -0.8074 2.6782 0.7929 1.243 -1.190 -0.281 -0.589
H -0.1970 -1.2851 0.8924 -0.124 0.527 -1.327 0.248
C -0.3963 -0.8063 -0.1085 0.957 1.961 1.155 -0.295
H 1.1848 -2.2397 -0.8888 0.015 -0.312 0.174 0.146
```
Positions in Å, forces in eV/Å.

HOMO (spin up / spin down), eV: -8.875 / -8.875
ΔE to the lowest compared entry with this formula, charge and spin, eV: 3.250
Lowest unoccupied orbital energy (spin up / spin down), eV: -2.26 / -2.25
Kohn-Sham gap (spin up / spin down), eV: 6.62 / 6.62


ORCA calculation (ωB97M-V with the def2-TZVPD basis set) on an isolated molecule of C2H5BrClN3O in a non-equilibrium geometry.

Structure (XYZ):
```
13
Properties=species:S:1:pos:R:3:forces:R:3:nbo_charge:R:1
H -0.8345 -0.8270 -1.4145 -1.594 -1.689 0.372 0.209
H -1.5078 1.8896 -0.5577 0.395 0.339 0.548 0.379
Br 2.5734 1.2806 1.2998 -0.265 0.346 -0.234 0.258
H -1.2143 -2.7014 -0.8267 -1.619 -1.134 -1.380 0.208
H 0.3126 -1.9541 -1.4121 1.115 -1.293 -0.064 0.171
H 0.8318 -0.7955 1.6392 -0.794 0.762 -2.181 0.376
N 0.4921 -0.6404 0.6218 1.029 2.979 2.084 -0.365
N -1.2133 1.0486 -0.0762 0.654 -0.852 -0.259 -0.732
C -0.0573 0.8927 0.3976 -0.844 -2.753 0.075 0.527
C -0.6363 -1.8433 -0.9377 1.510 3.316 0.416 -0.279
N 0.8639 1.8444 0.7546 1.171 0.083 0.545 -0.553
Cl 0.8471 3.4104 0.0532 -0.224 -0.587 0.007 0.181
O -0.4572 -1.6045 0.4586 -0.535 0.483 0.071 -0.381
```
Positions in Å, forces in eV/Å.

SMILES: [H]/N=C(/NOC)N(Cl)Br
HOMO, eV: -9.038
ΔE to the lowest compared entry with this formula, charge and spin, eV: 0.380
Lowest unoccupied orbital energy, eV: -0.76
Kohn-Sham gap, eV: 8.28